No. 1
DFT (ωB97M-V with the def2-TZVPD basis set) results for the ion C5H10N3O3S with charge -1 at a distorted geometry.

Geometry as XYZ:
```
22
Properties=species:S:1:pos:R:3:mulliken_charge:R:1
C 0.5855 -1.4487 0.8807 -0.923
N 0.2650 -1.0500 -0.4599 -0.249
C -1.1651 -1.4024 -0.5840 -0.530
C -1.9245 -0.2297 -0.5775 0.000
S -3.5838 -0.1863 -0.0433 1.164
O -4.1114 -1.5477 -0.3276 -0.747
O -4.2558 0.9054 -0.7333 -0.675
O -3.4496 -0.0184 1.3880 -0.623
N -1.0407 0.8958 -0.5005 0.020
C -1.5330 1.8300 0.5017 -0.940
N 0.3384 0.4451 -0.4142 -0.167
C 1.0082 0.8886 -1.6240 -0.786
H 1.4878 -0.8745 1.0700 0.393
H -0.2176 -1.4259 1.6651 0.276
H 0.9324 -2.4750 0.7882 0.369
H -1.4546 -2.3947 -0.4867 0.581
H -0.9058 2.7905 0.4812 0.224
H -2.6282 1.9332 0.4475 0.389
H -1.3070 1.5212 1.4860 0.347
H 0.9351 1.9484 -1.6002 0.291
H 2.0852 0.6354 -1.5361 0.292
H 0.5238 0.5870 -2.5581 0.295
```

Computed properties:
- SMILES string = CN1C=C(S(=O)(=O)[O-])N(C)N1C
- lowest unoccupied orbital energy (eV) = 3.577
- total charge = -1
- energy relative to the best compared isomer or geometry (same formula, charge and spin) (kJ/mol) = 0.0

No. 2
DFT (ωB97M-V with the def2-TZVPD basis set) results for a cluster of 2 separate species, C2H9N3 in total at a distorted geometry.

Geometry as XYZ:
```
14
Properties=species:S:1:pos:R:3:mulliken_charge:R:1
C 4.4707 -0.3221 -0.7940 -0.178
N 4.7985 -1.0838 -1.8288 -0.527
H 4.1241 0.6818 -0.7757 0.241
H 4.3598 -0.7757 0.1874 0.221
H 4.1540 -1.8251 -2.0376 0.243
N -3.1048 0.0210 -0.3964 -0.513
C -2.0040 0.3922 0.4710 -0.330
N -2.1069 0.6563 1.9425 -0.573
H -2.6456 -0.4962 -1.1695 0.212
H -3.9130 0.5937 -0.4854 0.174
H -1.4169 1.3030 0.1266 0.275
H -1.3710 -0.5078 0.3398 0.276
H -2.6757 -0.1123 2.3768 0.264
H -2.6692 1.4750 2.0432 0.215
```

Computed properties:
- SMILES string = C=N.NCN
- lowest unoccupied orbital energy (eV) = 0.128
- energy relative to the best compared isomer or geometry (same formula, charge and spin) (kJ/mol) = 356.3

No. 3
DFT (ωB97M-V with the def2-TZVPD basis set) results for an isolated molecule of CH2O2S2 at a distorted geometry.

Geometry as XYZ:
```
7
Properties=species:S:1:pos:R:3:mulliken_charge:R:1
C 0.0980 -0.1273 -0.0147 0.329
O -1.2148 0.5082 -0.1810 -0.162
O -1.0237 -0.8374 -0.5140 -0.111
S 0.5242 -0.5889 1.6234 -0.106
S 1.4894 0.4275 -1.0191 -0.157
H -0.8143 -0.6177 1.9335 0.089
H 0.9413 1.2356 -1.8282 0.119
```

Computed properties:
- spin multiplicity = 3
- lowest unoccupied orbital energy (alpha / beta) (eV) = 0.581 / -3.880
- energy relative to the best compared isomer or geometry (same formula, charge and spin) (kJ/mol) = 486.8
- <S²> = 2.01

No. 4
DFT (ωB97M-V with the def2-TZVPD basis set) results for an isolated molecule of C5H8N2.

Geometry as XYZ:
```
15
Properties=species:S:1:pos:R:3:mulliken_charge:R:1
C -1.3058 1.1707 -0.7704 -1.001
C -0.7167 0.0256 -0.4130 0.643
C -1.2805 -0.8979 0.6296 -1.073
N 0.4750 -0.4579 -1.0013 -0.353
C 1.5825 -0.5276 -0.0815 -0.202
C 1.7915 0.5285 0.8867 0.078
N 2.5419 0.6386 -0.1115 -0.567
H -2.2546 1.4727 -0.3368 0.274
H -0.8752 1.8329 -1.5179 0.255
H -1.6625 -1.8134 0.1625 0.269
H -0.5033 -1.2053 1.3402 0.289
H -2.0882 -0.4145 1.1815 0.342
H 0.7395 0.0895 -1.8156 0.312
H 2.0300 -1.5133 0.0595 0.382
H 1.5264 1.0713 1.7879 0.351
```

Computed properties:
- SMILES string = C=C(C)N[C@@H]1C=N1
- lowest unoccupied orbital energy (eV) = 1.044
- energy relative to the best compared isomer or geometry (same formula, charge and spin) (kJ/mol) = 267.0

No. 5
DFT (ωB97M-V with the def2-TZVPD basis set) results for a structure of composition C11H24ClINiO7P2S at a distorted geometry.

Geometry as XYZ:
```
48
Properties=species:S:1:pos:R:3:mulliken_charge:R:1
C 2.2753 -3.2976 -0.0177 -0.763
O 1.5783 -2.2464 0.6762 -0.328
C 0.5727 -1.6475 -0.0305 0.069
P 1.2300 -0.7437 -1.5713 -0.010
P 0.5910 -1.8128 -3.3778 0.910
O 0.0014 -3.0664 -3.0138 -0.522
O 1.8721 -1.9426 -4.3089 -0.466
O -0.4065 -0.8239 -4.1113 -0.443
C -0.0356 -0.5380 0.8262 0.080
C -0.8773 -1.1077 1.9399 -1.184
C -2.2620 -1.5153 1.3666 -0.605
C -3.3633 -0.5403 1.7997 -0.611
C -4.4956 -0.3598 0.7932 -1.037
S -4.1911 0.9145 -0.4276 0.977
O -5.3419 1.0359 -1.2289 -0.527
O -3.7808 2.1049 0.2160 -0.531
Cl -2.6479 0.2407 -1.6310 -0.087
O 1.0653 0.2535 1.2798 -0.500
C 0.6191 1.4686 1.8745 -0.092
C 1.2735 2.7168 1.2408 -1.349
C 2.2484 2.3887 0.1141 0.068
C 3.2648 3.5459 0.0408 -1.898
I 1.2159 2.3585 -1.7898 0.289
H 2.1095 -4.2329 0.5007 0.328
H 3.3341 -3.0961 0.0534 0.267
H 1.9467 -3.4301 -1.0436 0.381
H -0.1982 -2.3548 -0.3356 0.601
H 2.6331 -0.7715 -1.4762 0.186
H 1.8215 -1.3001 -5.0378 0.335
H 0.0720 -0.1178 -4.5783 0.314
H -0.6753 0.0347 0.1582 0.265
H -1.0798 -0.3576 2.6923 0.563
H -0.4056 -1.9349 2.4539 0.374
H -2.4932 -2.4926 1.7722 0.322
H -2.2426 -1.6193 0.2880 0.551
H -3.8313 -0.9373 2.6915 0.361
H -2.9478 0.4266 2.0624 0.352
H -5.3970 -0.0405 1.2995 0.476
H -4.7434 -1.2851 0.2893 0.421
H 0.8919 1.4508 2.9236 0.376
H -0.4577 1.5694 1.8387 0.185
H 0.4838 3.3362 0.8362 0.445
H 1.8125 3.3054 1.9704 0.608
H 2.7645 1.4521 0.2508 0.553
H 2.7217 4.4517 -0.1896 0.571
H 3.7496 3.6612 1.0109 0.544
H 3.9919 3.3728 -0.7846 0.542
Ni 5.7332 3.5236 -0.3056 0.639
```

Computed properties:
- spin multiplicity = 3
- lowest unoccupied orbital energy (alpha / beta) (eV) = -8.757 / -8.903
- total charge = +2
- <S²> = 2.01